Record 1
{"formula": "C42H32F4MnN9O", "method": "ωB97M-V/def2-TZVPD", "relative_energy_kcal_mol": 0.0, "orbital_gap_ev": [7.01, 5.52], "spin_multiplicity": 6, "lumo_energy_ev": [1.87, -0.10], "total_charge": -1, "symbols": ["Mn", "F", "F", "F", "F", "O", "N", "N", "N", "N", "N", "N", "N", "N", "N", "C", "C", "C", "C", "C", "C", "C", "C", "C", "C", "C", "C", "C", "C", "C", "C", "C", "C", "C", "C", "C", "C", "C", "C", "C", "C", "C", "C", "C", "C", "C", "C", "C", "C", "C", "C", "C", "C", "C", "C", "C", "C", "H", "H", "H", "H", "H", "H", "H", "H", "H", "H", "H", "H", "H", "H", "H", "H", "H", "H", "H", "H", "H", "H", "H", "H", "H", "H", "H", "H", "H", "H", "H", "H"], "coordinates": [[-1.0367, 0.3277, -0.1699], [-3.0678, -4.7324, -3.2628], [-0.7987, -0.5852, -3.0136], [1.1831, -1.5799, -4.3761], [-1.0922, -5.7253, -4.6499], [2.2190, 1.4320, 0.0036], [-3.1514, 0.2792, -1.2522], [-2.1610, -1.4018, 0.8821], [0.1128, 6.6919, -3.7939], [1.3734, -6.6754, -6.1983], [4.4357, 1.9181, -0.0217], [-4.9390, -3.4644, -1.1097], [3.3241, -2.9533, -6.0881], [0.1320, -1.3621, -0.5348], [2.9211, 3.3747, 0.9968], [2.3792, -3.5033, -5.7235], [1.2719, -5.6014, -5.7925], [-0.3694, 1.9238, 4.3159], [1.2847, -1.6473, -1.1703], [-0.7768, 2.1709, -0.9870], [0.6005, 1.1714, 3.6635], [3.6463, 3.6217, 2.2307], [0.3305, 3.3367, -2.8145], [0.1460, -2.3788, -4.1175], [4.7789, 0.5935, -0.4973], [3.1279, 2.1837, 0.3137], [-3.4210, -1.4003, 1.6113], [-1.2186, 4.5211, -1.3943], [-3.0785, -2.0863, -2.2354], [5.4739, 2.9213, -0.0864], [-4.4170, -2.0777, 3.8033], [-3.0780, -0.7614, -1.7606], [-0.0861, 5.7228, -3.2066], [-3.2928, -1.6612, 3.0936], [-0.3276, 4.5151, -2.4676], [-1.7243, 1.8562, 2.3276], [0.4099, 0.7709, 2.3467], [0.5372, -3.5912, -0.3520], [-0.7534, 1.1160, 1.6574], [-3.1559, -2.0877, 5.8506], [-0.9898, -4.4594, -4.2426], [0.1015, 2.1863, -2.0756], [1.5590, 3.8842, 1.0065], [-2.0202, -3.9412, -3.5172], [-4.1118, -2.8737, -1.6556], [-1.4322, 3.3599, -0.6724], [-0.3382, -2.5591, -0.0258], [1.2323, -4.2530, -5.3397], [-4.3519, -2.2883, 5.1717], [-1.5370, 2.2593, 3.6455], [-2.0337, -1.6767, 5.1480], [0.1667, -3.7154, -4.5886], [-1.5598, -2.5217, 0.7084], [-2.0319, -2.6122, -3.0351], [-0.8849, -1.8644, -3.3968], [1.5754, -3.0090, -1.0889], [-2.1002, -1.4655, 3.7764], [-0.2217, 2.2358, 5.3427], [-3.8842, -0.4214, 1.4708], [3.0217, 3.3620, 3.0934], [-5.2337, -2.6170, 5.7074], [3.8670, 0.0160, -0.6246], [1.5898, 4.9761, 1.0193], [-4.1052, -2.1332, 1.1712], [0.6467, 1.2899, -2.3479], [-2.1208, 3.3961, 0.1612], [1.8479, -0.8632, -1.6564], [-2.3080, 2.8274, 4.1533], [-1.2210, -1.1333, 3.2396], [1.5093, 0.8918, 4.1853], [6.1773, 2.8588, 0.7517], [3.9213, 4.6766, 2.3132], [-3.1008, -2.2544, 6.9190], [5.2992, 0.6565, -1.4560], [-5.3484, -2.2440, 3.2736], [-1.0970, -1.5110, 5.6658], [0.9949, 3.5319, 1.8772], [1.0185, 3.3317, -3.6504], [6.0444, 2.7840, -1.0079], [2.4323, -3.5093, -1.5110], [4.5519, 3.0232, 2.2784], [1.1750, 0.1899, 1.8465], [0.4290, -4.6308, -0.0819], [1.0409, 3.5508, 0.1129], [-2.6548, 2.1107, 1.8320], [5.4318, 0.0779, 0.2145], [5.0316, 3.9145, -0.0974], [-1.7299, 5.4391, -1.1326], [-1.9905, -3.4459, 1.0989]], "mulliken_charge": [-0.263, -0.353, -0.287, -0.410, -0.363, -0.283, -0.811, 0.962, -0.593, -0.616, 0.214, -0.728, -0.639, 1.121, 0.206, 0.080, -0.044, -0.694, -1.192, -0.190, -0.759, -1.081, -1.147, 0.731, -0.828, 0.364, -1.908, -1.174, -0.026, -1.164, -0.700, 0.320, -0.117, 0.605, 0.565, 0.241, -0.359, -1.412, 0.623, -0.454, 0.184, 0.768, -0.586, 0.150, -0.073, 0.849, -0.037, 0.587, -0.542, -0.916, -0.778, 0.259, -0.444, 0.912, 0.270, -1.175, 0.240, 0.406, 0.403, 0.276, 0.372, 0.068, 0.454, 0.472, 0.345, 0.309, 0.706, 0.390, 0.316, 0.459, 0.301, 0.274, 0.377, 0.357, 0.434, 0.410, 0.121, 0.482, 0.387, 0.577, 0.424, 0.270, 0.550, -0.035, 0.510, 0.333, 0.366, 0.451, 0.330]}


Record 2
{"formula": "C6H3NO4Yb", "method": "ωB97M-V/def2-TZVPD", "orbital_gap_ev": [9.04, 8.41], "spin_multiplicity": 2, "lumo_energy_ev": [-15.42, -16.06], "total_charge": 3, "symbols": ["Yb", "O", "O", "O", "O", "N", "C", "C", "C", "C", "C", "C", "H", "H", "H"], "coordinates": [[-0.6437, 0.0194, -1.2494], [-0.2546, -3.1888, -1.3252], [-0.2534, 3.2286, -1.2428], [-2.9718, 0.0215, -4.5263], [2.8294, 0.0248, -1.8311], [0.0944, -0.0073, 0.9308], [0.4658, -0.0353, 3.4858], [1.6706, 0.0234, -1.6352], [-0.2644, 2.0549, -1.2630], [0.2645, -0.0194, 2.0345], [-0.2656, -2.0150, -1.3146], [-2.2235, 0.0110, -3.6354], [0.4748, -1.0694, 3.8522], [-0.3447, 0.5114, 3.9844], [1.4222, 0.4400, 3.7353]], "mulliken_charge": [1.236, 0.067, 0.069, 0.086, 0.018, -0.014, -0.809, 0.307, 0.384, 0.167, 0.386, 0.070, 0.343, 0.343, 0.345]}


Record 3
{"formula": "C9H20AsF9O25S3V5", "method": "ωB97M-V/def2-TZVPD", "relative_energy_kcal_mol": 0.0, "orbital_gap_ev": 8.40, "spin_multiplicity": 1, "lumo_energy_ev": 0.05, "total_charge": -1, "symbols": ["As", "V", "V", "V", "V", "V", "S", "S", "S", "F", "F", "F", "F", "F", "F", "F", "F", "F", "O", "O", "O", "O", "O", "O", "O", "O", "O", "O", "O", "O", "O", "O", "O", "O", "O", "O", "O", "O", "O", "O", "O", "O", "O", "C", "C", "C", "C", "C", "C", "C", "C", "C", "H", "H", "H", "H", "H", "H", "H", "H", "H", "H", "H", "H", "H", "H", "H", "H", "H", "H", "H", "H"], "coordinates": [[-3.2323, 0.8686, -4.3778], [0.7863, 0.1005, -2.3922], [3.3595, 1.4700, -0.0325], [-0.5347, 3.2581, -3.2154], [-1.6216, 0.3185, 2.3236], [1.1534, 5.1695, -0.6930], [-1.1641, -2.0306, -0.4956], [-0.0160, 2.0107, -0.2032], [2.2430, 3.0020, -2.9206], [-1.6633, 1.4108, -3.6544], [-4.7606, 0.4486, -5.0373], [-2.3858, 0.3628, -5.7627], [0.1903, -3.6090, 1.1128], [0.3681, -4.0696, -0.9904], [-2.9997, -0.6690, -3.7289], [-3.3664, 2.4597, -5.0150], [-1.4847, -4.5537, 0.0424], [-3.9764, 1.3775, -2.9002], [-0.4295, -0.4403, 3.0715], [1.2060, 6.5012, -1.5251], [-0.5362, 1.9136, -1.5841], [5.4612, -1.6204, 1.8201], [1.2100, 1.1583, -0.2859], [3.3712, 2.3164, 1.3305], [2.9205, 2.6247, -1.6726], [-2.0339, 1.4739, 3.3290], [2.2543, -0.5070, -2.1847], [-0.9182, 1.4675, 0.7954], [2.6027, 4.8962, -0.1161], [-1.3904, 4.3780, -2.5354], [4.8726, 1.1455, -0.4128], [-2.3042, -2.2775, -1.2918], [1.2178, 4.0988, -2.5308], [0.2732, -0.6501, -3.6961], [-0.5043, 3.3883, -4.8024], [-0.0396, -1.4181, -1.2040], [0.3870, 3.3964, 0.0701], [3.0822, 3.4991, -3.9208], [1.3717, 1.8722, -3.3972], [-3.6146, 0.0698, 1.1130], [-1.4770, -1.4032, 0.7804], [-3.3267, -0.8107, 3.5620], [3.2147, -0.5878, 0.7132], [-4.7481, -0.6107, 1.6341], [3.8529, -1.6691, 0.0532], [4.7561, -2.4838, 0.9512], [-3.8837, 0.8295, -0.0607], [2.1797, -1.0047, 1.5952], [-0.5052, -3.6841, -0.0448], [-3.0443, -1.5153, 4.7514], [6.2342, -2.3486, 2.7514], [-4.2646, -1.5157, 2.7456], [-5.4782, 0.1060, 2.0217], [-4.2038, 1.8671, 0.1098], [1.7179, -0.0837, 1.9409], [-2.9390, 0.9325, -0.5889], [6.8852, -1.6652, 3.2857], [-4.6206, 0.3797, -0.7231], [-3.8507, -1.3636, 5.4839], [-3.8246, -2.4287, 2.3307], [4.3865, -1.2836, -0.8106], [2.5629, -1.4741, 2.5076], [-2.9385, -2.5919, 4.6001], [-2.1620, -1.1016, 5.2331], [5.4847, -3.0269, 0.3423], [-5.1377, -1.2177, 0.8142], [-5.0904, -1.7912, 3.4103], [3.0724, -2.3300, -0.3388], [4.1034, -3.1405, 1.5488], [6.7466, -3.2071, 2.3108], [1.4217, -1.6478, 1.1599], [5.5216, -2.7392, 3.5002]], "mulliken_charge": [2.175, 1.187, 0.866, 0.793, 1.353, 1.272, 1.160, 0.533, 1.335, -0.773, -0.510, -0.496, -0.215, -0.202, -0.434, -0.518, -0.180, -0.484, -0.539, -0.556, 0.995, -0.237, 0.841, -0.668, -0.795, -0.455, -0.697, -0.023, -0.538, -0.704, -0.494, -0.578, -0.478, -0.349, -0.460, -0.863, -0.372, -0.574, -0.766, 0.063, -0.621, -0.095, 0.317, -0.612, -0.554, -0.804, -0.563, -0.939, 0.504, -0.929, -0.839, -0.578, 0.321, 0.244, 0.014, -0.242, 0.231, 0.415, 0.318, 0.262, 0.560, 0.438, 0.367, 0.275, 0.461, 0.434, 0.484, 0.143, 0.343, 0.314, 0.395, 0.322]}


- What is the formula in the first record?
  C42H32F4MnN9O